one) Entry from OMol25: a cluster of 2 separate species, C4H14N4 in total (the ωB97M-V functional and the def2-TZVPD basis).

Positions of all 22 atoms, in Å:
H -2.54 0.59 -0.90
N -2.17 -0.30 -1.22
C -0.92 -0.46 -0.94
N -0.30 -1.57 -1.42
C 0.97 -2.03 -0.93
N -1.08 -2.59 -2.03
H -0.26 0.30 -0.11
H 1.51 -1.18 -0.52
H 0.84 -2.79 -0.15
H 1.54 -2.47 -1.74
H -1.35 -2.25 -2.95
H -1.96 -2.66 -1.51
C -0.45 2.41 1.31
N 0.31 1.18 1.11
C 1.71 1.29 1.51
H -0.03 3.19 0.67
H -1.49 2.23 1.03
H -0.42 2.75 2.35
H -0.14 0.40 1.61
H 2.19 0.32 1.41
H 1.82 1.63 2.55
H 2.20 2.02 0.86

## Properties
* charge: 0
* E_LUMO: 0.72 eV
* HOMO: -0.2980 Eh
* SMILES: [H]/N=C/N(C)N.CNC

=====

two) Entry from OMol25: a cluster of 2 separate species, C4H14N4 in total (the ωB97M-V functional and the def2-TZVPD basis).

Positions of all 22 atoms, in Å:
C -2.08 0.29 -1.16
C -1.16 -0.83 1.05
C 2.57 -0.16 -1.06
C -1.03 -0.65 -0.44
N 1.51 -2.03 -0.35
N 0.11 2.10 1.74
N 1.30 -0.80 -0.57
N 0.25 -0.06 -0.58
H -2.99 -0.24 -1.48
H -2.29 1.00 -0.47
H -1.63 0.75 -2.08
H -1.50 0.18 1.54
H -0.29 -0.95 1.67
H -1.84 -1.64 1.33
H 2.80 0.72 -0.41
H 3.34 -0.87 -1.06
H 2.25 0.36 -2.04
H -1.14 -1.62 -1.01
H 0.06 2.36 2.69
H 0.61 -2.47 -0.12
H 0.98 1.59 1.59
H 0.16 2.97 1.22

## Properties
* charge: 0
* E_LUMO: 0.99 eV
* HOMO: -0.3071 Eh

=====

three) Entry from OMol25: a cluster of 2 separate species, C4H14N4 in total (the ωB97M-V functional and the def2-TZVPD basis).

Positions of all 22 atoms, in Å:
H 2.81 2.01 -1.10
N 2.81 1.13 -0.58
C 1.66 0.69 -0.30
N 0.46 1.29 -0.60
C 1.57 -0.60 0.50
N 2.84 -1.17 0.86
H 0.51 2.09 -1.22
H -0.38 0.69 -0.74
H 1.02 -1.34 -0.09
H 0.99 -0.41 1.41
H 3.36 -0.49 1.41
H 3.39 -1.31 0.02
C -2.07 -0.69 -0.99
C -2.24 -0.58 0.60
N -2.00 0.71 1.18
H -1.06 -0.92 -1.34
H -2.66 -1.55 -1.31
H -2.51 0.18 -1.47
H -3.27 -0.86 0.83
H -1.57 -1.30 1.06
H -1.04 1.01 1.09
H -2.61 1.42 0.78

## Properties
* charge: 0
* E_LUMO: 0.80 eV
* HOMO: -0.3377 Eh
* SMILES: [H]/N=C(\N)CN.CCN

=====

Preferred: three); penalty for the next structure: 2.027 eV.

=====

one) Entry from OMol25: the molecule C4H8O3 (the ωB97M-V functional and the def2-TZVPD basis).

Positions of all 15 atoms, in Å:
C -1.69 1.01 -0.71
C -0.29 0.71 -0.18
O -0.29 1.04 1.20
C 0.05 -0.75 -0.43
O 1.47 -1.05 -0.42
C 2.07 -1.16 0.76
O 1.59 -0.95 1.84
H -2.36 0.15 -0.59
H -1.67 1.30 -1.77
H -2.10 1.84 -0.13
H 0.45 1.32 -0.72
H 0.35 0.47 1.65
H -0.26 -1.05 -1.43
H -0.45 -1.38 0.32
H 3.11 -1.49 0.61

## Properties
* charge: 0
* E_LUMO: 0.84 eV
* HOMO: -0.3765 Eh
* SMILES: C[C@@H](O)COC=O

=====

two) Entry from OMol25: the molecule C4H8O3 (the ωB97M-V functional and the def2-TZVPD basis).

Positions of all 15 atoms, in Å:
C -1.26 0.72 -1.24
C -0.81 -0.21 -0.17
O 0.97 -0.76 -0.97
C -0.17 0.23 1.01
O -0.23 -0.63 2.09
C 1.41 -0.01 0.28
O 2.12 -0.67 1.06
H -1.22 0.25 -2.22
H -2.30 1.00 -1.02
H -0.66 1.64 -1.25
H -1.20 -1.23 -0.19
H 1.18 -1.68 -0.73
H -0.26 1.29 1.25
H 0.71 -0.93 2.18
H 1.71 0.98 -0.10

## Properties
* charge: 0
* E_LUMO: -0.14 eV
* HOMO: -0.3316 Eh

=====

three) Entry from OMol25: the molecule C4H8O3 (the ωB97M-V functional and the def2-TZVPD basis).

Positions of all 15 atoms, in Å:
C -1.45 0.59 -1.35
C -0.33 -0.27 -0.72
O -0.69 -1.59 -0.40
C 0.13 0.51 0.57
C 1.23 -0.23 1.22
O 1.10 -1.21 1.92
O 2.48 0.24 0.93
H -2.03 1.00 -0.52
H -1.18 1.40 -2.02
H -2.17 -0.07 -1.82
H 0.58 -0.28 -1.33
H -0.47 -1.79 0.50
H -0.68 0.61 1.29
H 0.47 1.50 0.28
H 3.01 -0.39 1.46

## Properties
* charge: 0
* E_LUMO: 0.74 eV
* HOMO: -0.3860 Eh
* SMILES: C[C@H](O)CC(=O)O

=====

four) Entry from OMol25: the molecule C4H8O3 (the ωB97M-V functional and the def2-TZVPD basis).

Positions of all 15 atoms, in Å:
C -0.94 -1.34 -0.75
C -0.34 -0.44 0.27
C 1.42 0.00 0.42
O 1.66 -0.04 1.81
C 0.35 0.79 -0.12
O 0.22 1.29 -1.38
O -0.95 1.79 0.45
H -0.48 -2.33 -0.66
H -0.76 -1.02 -1.78
H -2.01 -1.46 -0.60
H -0.71 -0.61 1.27
H 2.30 -0.05 -0.21
H 2.56 -0.33 2.02
H -0.45 2.16 -0.98
H -1.88 1.58 0.26

## Properties
* charge: 0
* E_LUMO: 0.46 eV
* HOMO: -0.3066 Eh
* SMILES: C[C@H]1[C@H](O)C1(O)O

=====

Preferred: three); penalty for the next structure: 0.327 eV.